[1]
Entry from the OMol25 dataset: a cluster of 2 separate species, C3H9N2O in total at a distorted geometry (ωB97M-V/def2-TZVPD).

Element x y z (Å)
C -1.780 -0.589 -0.511
C 2.360 0.358 0.924
C 0.982 0.013 0.612
N -1.822 0.538 -1.224
N 0.359 -0.151 -0.491
O -2.134 -0.550 0.733
H 2.358 1.112 1.672
H 2.915 0.725 0.055
H 2.780 -0.527 1.239
H 0.378 -0.138 1.584
H -1.747 0.586 -2.214
H -1.764 1.529 -0.726
H -1.869 -1.397 1.155
H 0.874 -0.007 -1.403
H -1.890 -1.503 -1.404

Values from the calculation:
Kohn-Sham gap, eV: 10.52
Total charge: +1
Energy relative to the best compared isomer or geometry (same formula, charge and spin), kJ/mol: 316.1
HOMO level, eV: -14.1
LUMO level, eV: -3.56

These are the natural (NBO) partial charges, in e, on atoms 1 to 5: number 1, C, carries 0.562; number 2, C, carries -0.689; number 3, C, carries 0.229; number 4, N, carries -0.760; number 5, N, carries -0.674


[2]
Entry from the OMol25 dataset: a cluster of 11 separate species, C44H55F33O22 in total at a distorted geometry (ωB97M-V/def2-TZVPD).

Element x y z (Å)
C -22.765 6.508 -14.907
C -23.073 7.521 -13.820
O -23.209 8.800 -14.438
C -23.023 9.869 -13.645
O -22.500 9.816 -12.579
C -23.326 11.174 -14.403
F -24.243 11.904 -13.774
F -22.187 11.885 -14.450
F -23.709 10.937 -15.653
H -22.453 5.540 -14.519
H -22.088 6.970 -15.626
H -23.648 6.250 -15.498
H -22.324 7.524 -13.030
H -23.982 7.179 -13.317
C -15.316 10.940 -8.354
C -16.400 10.968 -9.431
O -15.928 10.224 -10.554
C -15.268 10.786 -11.541
O -15.158 11.955 -11.766
C -14.429 9.815 -12.382
F -13.144 9.976 -12.127
F -14.746 8.534 -12.139
F -14.684 10.016 -13.672
H -15.557 11.498 -7.451
H -14.372 11.259 -8.801
H -15.171 9.902 -8.045
H -16.705 11.966 -9.741
H -17.250 10.474 -8.962
C -16.034 6.435 -6.480
C -16.637 5.029 -6.521
O -15.898 4.098 -5.761
C -14.782 3.581 -6.242
O -14.134 4.051 -7.129
C -14.321 2.353 -5.454
F -15.333 1.774 -4.826
F -13.696 1.507 -6.274
F -13.394 2.745 -4.558
H -16.161 6.836 -5.472
H -16.590 7.065 -7.174
H -14.966 6.407 -6.684
H -16.693 4.784 -7.583
H -17.639 5.181 -6.125
C -13.289 7.133 -9.247
C -12.294 6.720 -8.186
O -11.518 7.848 -7.687
C -12.122 8.587 -6.764
O -13.267 8.475 -6.445
C -11.212 9.706 -6.236
F -11.801 10.894 -6.369
F -11.046 9.488 -4.914
F -10.010 9.749 -6.805
H -12.788 7.149 -10.217
H -13.840 8.066 -9.164
H -13.965 6.273 -9.219
H -11.583 5.972 -8.524
H -12.808 6.312 -7.314
C -7.401 4.535 -9.899
C -8.658 5.014 -9.193
O -9.856 4.754 -9.929
C -10.392 3.537 -9.870
O -9.901 2.551 -9.420
C -11.697 3.443 -10.689
F -12.084 4.650 -11.168
F -11.475 2.657 -11.756
F -12.695 3.006 -9.913
H -6.541 4.674 -9.237
H -7.276 5.094 -10.823
H -7.330 3.455 -10.034
H -8.663 6.081 -8.985
H -8.774 4.488 -8.240
C -11.925 -0.336 -8.796
C -13.316 -0.967 -8.754
O -14.352 0.012 -8.748
C -14.681 0.649 -9.844
O -14.256 0.486 -10.947
C -15.865 1.601 -9.617
F -15.326 2.815 -9.825
F -16.787 1.411 -10.540
F -16.382 1.512 -8.412
H -11.870 0.476 -8.068
H -11.673 0.063 -9.777
H -11.120 -1.020 -8.528
H -13.471 -1.552 -7.852
H -13.367 -1.661 -9.594
C -22.732 14.442 -8.666
C -22.116 13.802 -7.437
O -21.832 12.416 -7.659
C -20.687 12.009 -8.178
O -19.773 12.767 -8.376
C -20.672 10.538 -8.591
F -19.553 9.956 -8.127
F -21.749 9.886 -8.154
F -20.606 10.403 -9.938
H -23.053 15.459 -8.444
H -23.611 13.851 -8.924
H -22.031 14.471 -9.499
H -22.802 13.833 -6.590
H -21.214 14.259 -7.025
C -19.052 11.749 -11.908
C -19.884 12.996 -11.721
O -18.942 14.086 -11.560
C -19.426 15.313 -11.589
O -20.523 15.609 -11.947
C -18.389 16.369 -11.112
F -17.187 15.872 -10.881
F -18.286 17.320 -12.043
F -18.898 16.929 -10.002
H -18.602 11.409 -10.980
H -18.296 11.868 -12.685
H -19.707 10.967 -12.294
H -20.491 12.940 -10.819
H -20.447 13.278 -12.611
C -16.642 0.513 -17.163
C -16.368 1.011 -15.754
O -15.050 1.463 -15.551
C -14.729 2.727 -15.644
O -15.521 3.620 -15.779
C -13.208 3.008 -15.480
F -12.665 3.287 -16.668
F -13.041 4.064 -14.679
F -12.595 1.960 -14.921
H -16.413 1.232 -17.950
H -17.660 0.151 -17.324
H -16.088 -0.403 -17.394
H -16.553 0.130 -15.140
H -17.128 1.741 -15.487
C -18.749 3.022 -13.557
C -19.311 2.195 -12.418
O -19.527 3.084 -11.301
C -19.711 2.566 -10.110
O -19.715 1.393 -9.849
C -19.941 3.618 -9.008
F -21.043 3.303 -8.339
F -18.892 3.629 -8.174
F -20.045 4.835 -9.526
H -19.362 3.886 -13.794
H -18.740 2.339 -14.409
H -17.694 3.220 -13.366
H -18.659 1.373 -12.140
H -20.351 1.942 -12.640
C -15.295 5.274 -12.660
C -15.944 5.755 -11.377
O -17.225 6.264 -11.728
C -17.913 6.881 -10.790
O -17.568 7.049 -9.658
C -19.232 7.470 -11.342
F -19.638 6.884 -12.464
F -20.161 7.354 -10.396
F -19.037 8.770 -11.596
H -14.433 4.638 -12.461
H -14.868 6.115 -13.213
H -15.990 4.847 -13.381
H -15.425 6.574 -10.874
H -15.998 4.991 -10.595

Values from the calculation:
Kohn-Sham gap, eV: 11.24
SMILES: CCOC(=O)C(F)(F)F.CCOC(=O)C(F)(F)F.CCOC(=O)C(F)(F)F.CCOC(=O)C(F)(F)F.CCOC(=O)C(F)(F)F.CCOC(=O)C(F)(F)F.CCOC(=O)C(F)(F)F.CCOC(=O)C(F)(F)F.CCOC(=O)C(F)(F)F.CCOC(=O)C(F)(F)F.CCOC(=O)C(F)(F)F
Energy relative to the best compared isomer or geometry (same formula, charge and spin), kJ/mol: 152.7
HOMO level, eV: -10.9
LUMO level, eV: 0.35

These are the Mulliken partial charges, in e, on atoms 1 to 5: number 1, C, carries -1.275; number 2, C, carries 0.299; number 3, O, carries -0.277; number 4, C, carries 0.444; number 5, O, carries -0.530


[3]
Entry from the OMol25 dataset: a cluster of 2 separate species, CH4NO4P in total at a distorted geometry (ωB97M-V/def2-TZVPD).

Element x y z (Å)
C 1.481 1.015 -0.894
N -1.463 -1.480 -0.632
O -1.254 0.317 1.525
O 1.153 0.012 -0.332
O -1.400 2.264 -0.373
O -1.673 -0.126 -0.936
P -1.411 0.968 0.238
H 1.266 1.991 -0.433
H 2.223 1.054 -1.803
H -0.643 -1.409 -0.085
H -2.260 -2.010 -0.062

Values from the calculation:
Kohn-Sham gap, eV: 10.38
SMILES: NOP(=O)=O.C=O
Energy relative to the best compared isomer or geometry (same formula, charge and spin), kJ/mol: 405.7
HOMO level, eV: -10.3
LUMO level, eV: 0.05

These are the natural (NBO) partial charges, in e, on atoms 1 to 5: number 1, C, carries 0.300; number 2, N, carries -0.494; number 3, O, carries -1.006; number 4, O, carries -0.536; number 5, O, carries -1.004


[4]
Entry from the OMol25 dataset: the ion C3H3N2O2S with charge -1 at a distorted geometry (ωB97M-V/def2-TZVPD).

Element x y z (Å)
C 0.911 0.514 0.213
C -1.460 0.771 -0.271
C 1.782 -0.149 -0.640
N -0.252 1.093 -0.374
N -1.444 -0.659 0.518
O 1.055 0.912 1.358
O -2.533 1.265 -0.499
S -0.844 -2.104 0.047
H 1.426 -0.304 -1.613
H 2.631 -0.682 -0.286
H -1.273 -0.659 1.549

Values from the calculation:
Kohn-Sham gap (spin up / spin down), eV: 5.68 / 5.68
Total charge: -1
Energy relative to the best compared isomer or geometry (same formula, charge and spin), kJ/mol: 339.5
HOMO level (spin up / spin down), eV: -3.8 / -3.8
LUMO level (spin up / spin down), eV: 1.90 / 1.90

These are the natural (NBO) partial charges, in e, on atoms 1 to 5: number 1, C, carries 0.514; number 2, C, carries 0.751; number 3, C, carries -0.546; number 4, N, carries -0.568; number 5, N, carries -0.738


[5]
Entry from the OMol25 dataset: a structure of composition C5H8O (ωB97M-V/def2-TZVPD).

Element x y z (Å)
C -1.277 -1.024 -0.440
C -1.424 0.523 -0.473
C -0.115 -0.120 -0.305
C 0.653 -0.014 0.996
C 1.777 0.465 0.071
O 1.031 0.104 -1.111
H -1.570 -1.455 -1.390
H -1.429 -1.711 0.394
H -1.742 1.235 0.287
H -1.682 0.829 -1.483
H 0.842 -0.983 1.467
H 0.256 0.687 1.735
H 1.959 1.545 0.128
H 2.721 -0.082 0.123

Values from the calculation:
Kohn-Sham gap, eV: 10.28
Energy relative to the best compared isomer or geometry (same formula, charge and spin), kJ/mol: 235.2
HOMO level, eV: -9.1
LUMO level, eV: 1.18

These are the natural (NBO) partial charges, in e, on atoms 1 to 5: number 1, C, carries -0.429; number 2, C, carries -0.437; number 3, C, carries 0.228; number 4, C, carries -0.442; number 5, C, carries -0.056


The lowest energy relative to the best compared isomer or geometry (same formula, charge and spin) belongs to which entry?
C44H55F33O22